The following is a quantum chemistry calculation of C18H40N5OP3V as an isolated structure at a distorted geometry, from the OMol25 dataset.

Structure (XYZ):
```
68
Properties=species:S:1:pos:R:3:forces:R:3
V -0.25928 -0.96328 -1.68370 -2.93 -0.02 2.28
P 1.38438 -1.61006 -0.08055 2.25 -0.63 1.78
P 1.11404 4.43188 -1.78145 0.69 3.92 3.35
P -1.22442 -3.22710 -1.31601 -1.31 -2.05 0.50
H 0.60847 -2.51445 -3.37450 0.55 0.95 0.27
C 0.44532 -1.39627 -3.34832 1.62 -1.05 -1.73
C 1.42973 -0.63621 -2.50343 1.18 0.30 -0.66
H 2.48176 -0.93471 -2.59622 -0.52 -0.19 0.62
C 2.94087 -2.50716 -0.44917 -0.40 -0.11 -0.85
C 2.08293 -0.01229 0.47025 -0.49 0.61 -0.10
C 1.10361 -2.37265 1.55988 -0.89 -0.07 0.02
C 0.40042 6.07022 -2.25465 -0.59 -0.51 -1.50
C 0.40019 4.24201 -0.08685 -0.42 -1.53 -0.19
C 2.83469 4.87020 -1.31777 0.66 -1.37 -0.88
C -2.66327 -3.52605 -2.40724 0.21 0.80 -0.34
C -1.98152 -3.50929 0.34676 0.29 0.97 0.00
C -0.25890 -4.76990 -1.53101 0.84 0.67 -0.28
H 0.25251 -1.11400 -4.38400 -0.65 0.46 0.23
H 1.37512 0.47316 -2.29521 0.19 -0.98 -1.10
H 3.67268 -2.22783 0.32792 -0.40 -0.30 -0.27
H 3.31384 -2.20337 -1.42570 0.30 -0.26 0.15
H 2.74110 -3.58437 -0.46211 0.27 0.17 0.09
H 3.05454 -0.25024 0.93439 -0.46 0.26 -0.05
H 1.36287 0.44292 1.16508 0.62 -0.15 -0.07
H 2.22835 0.68736 -0.36184 0.21 -0.15 0.26
H 0.75016 -3.40115 1.48204 0.08 -0.02 -0.04
H 0.36836 -1.80125 2.13001 0.05 -0.03 0.09
H 2.05230 -2.40125 2.11345 -0.14 0.21 -0.30
H -0.29845 6.43162 -1.49028 0.17 -0.36 -0.11
H -0.15591 5.91609 -3.19155 0.00 0.61 0.13
H 1.19516 6.80846 -2.42321 -0.06 -0.40 -0.10
H 1.20932 4.00673 0.61892 -0.30 0.02 -0.29
H -0.30489 3.40046 -0.11961 -0.07 0.19 0.41
H -0.13921 5.14228 0.23487 0.21 -0.15 -0.35
H 3.00482 5.95304 -1.31223 -0.34 -0.14 -0.23
H 3.47286 4.39882 -2.07853 0.41 0.41 0.30
H 3.08095 4.45068 -0.33526 -0.08 -0.02 -0.34
H -3.01857 -4.56203 -2.29811 0.19 0.31 0.05
H -2.38153 -3.32778 -3.44893 -0.17 -0.25 0.11
H -3.45912 -2.82368 -2.12996 0.04 -0.24 -0.10
H -2.18481 -4.58260 0.49201 0.13 0.38 -0.19
H -2.92058 -2.93928 0.38875 0.23 -0.29 0.13
H -1.30414 -3.13593 1.12765 -0.43 -0.29 -0.11
H -0.91358 -5.63967 -1.39450 -0.03 0.33 0.02
H 0.56940 -4.82091 -0.81497 -0.17 -0.07 -0.08
H 0.16344 -4.79894 -2.53949 -0.02 -0.16 0.05
C -1.47016 2.46876 -3.49620 -0.70 -0.54 0.16
C -1.07576 1.10452 -3.23352 0.14 0.73 0.25
C -2.04419 0.04989 -3.17173 -0.97 1.15 0.48
C -3.36983 0.48120 -2.80380 1.29 -0.84 -0.99
C -3.56343 1.81777 -2.50326 -0.74 0.20 0.48
C -2.70342 2.83573 -2.94566 0.16 -0.83 -0.41
O -0.76693 3.35268 -4.30217 -1.67 -1.44 0.94
H -0.02102 3.67766 -3.84428 1.74 0.69 0.35
H -0.15485 1.01384 -2.59441 -0.05 0.37 -2.24
H -1.85976 -0.89498 -3.71545 -0.18 0.30 0.73
H -4.20858 -0.22779 -2.81070 0.34 0.38 0.04
H -4.45487 2.05229 -1.93062 -0.19 0.37 -0.49
H -2.97484 3.88710 -2.88575 -0.11 -0.14 -0.10
N -1.58858 0.95221 2.93279 0.25 0.46 0.13
N -1.93234 0.94098 1.59577 0.73 -4.31 -0.62
N -3.14040 0.35875 1.33973 1.23 1.55 -1.46
C -2.95300 -0.14764 0.12885 -0.61 -0.26 0.50
N -1.66182 -0.09166 -0.25453 1.47 0.40 0.56
N -0.95768 0.49916 0.71468 -2.78 1.28 0.41
H -0.85366 1.61475 3.12015 0.08 0.39 0.13
H -2.41718 1.10029 3.49524 -0.19 0.19 0.10
H -3.73491 -0.59794 -0.48209 0.25 0.16 0.45
```
Forces are in eV/Å.

Properties
- Net charge: +4
- Orbital gap (alpha / beta): 6.18 / 5.19 eV
- Energy relative to the best compared isomer or geometry (same formula, charge and spin): 5.928 eV
- E_HOMO (alpha / beta): -20.4 / -20.4 eV
- F_max: 5.20 eV/A
- Spin multiplicity: 2